No. 1
Below is 3 unconnected molecules or ions with the total composition C4H11N3O2 at a distorted geometry, with properties calculated with ωB97M-V/def2-TZVPD.

Each line ends with the Löwdin charge.
CARTESIAN COORDINATES (ANGSTROEM)
C -1.32834 0.58341 0.21554  -0.379
C -2.84710 0.65863 0.18204  -0.099
N -0.85584 0.51848 1.58019  -0.001
C 0.07313 -1.89583 -0.33214  -0.025
O 0.50287 -1.92186 0.73550  0.003
H -0.88982 1.47094 -0.24966  0.106
H -1.20246 -0.31720 2.04165  0.066
H 0.15649 0.50322 1.61465  0.045
H -0.99888 -0.29966 -0.39037  0.028
H -3.28356 -0.23153 0.63068  0.068
H -3.19624 0.73980 -0.84355  0.068
H -3.18066 1.52804 0.74288  0.070
C 1.97134 0.30849 -0.88264  -0.681
N 1.63578 -0.86635 -1.55085  0.084
N 2.73304 0.09961 0.23041  0.166
O 1.61444 1.39513 -1.26107  0.056
H 2.86450 0.89632 0.83236  0.112
H 2.27671 -1.64303 -1.50921  0.108
H 1.19640 -0.72225 -2.44779  0.121
H 2.75820 -0.80442 0.66143  0.084

## Properties
Total charge = 0
E_HOMO = -9.00 eV
Orbital gap = 9.653 eV

***

No. 2
Below is 2 unconnected molecules or ions with the total composition C4H11N3O2 at a distorted geometry, with properties calculated with ωB97M-V/def2-TZVPD.

Each line ends with the Löwdin charge.
CARTESIAN COORDINATES (ANGSTROEM)
C -0.87496 2.72027 -2.40854  -0.002
C 0.11261 2.06025 -1.50990  -0.612
O -0.47642 1.19950 -0.67131  0.008
O 1.30953 2.22344 -1.50724  0.065
H -0.67120 3.79232 -2.35130  0.089
H -1.91086 2.50967 -2.22432  0.073
H -0.61845 2.50399 -3.44398  0.088
C -0.31380 -2.36049 -0.07934  -0.102
C 0.47133 -0.93224 1.67369  -0.540
N -0.68935 -1.53039 1.08253  -0.035
N 0.81885 -1.47656 2.85789  0.162
N 0.98219 0.08724 1.12788  0.141
H -1.27674 -0.76751 0.77649  0.099
H -1.24103 -2.61853 -0.58913  0.079
H 0.02775 -3.32415 0.30579  0.074
H 0.47718 -2.38870 3.10715  0.102
H 1.59111 -1.15036 3.38262  0.092
H 0.21401 0.59304 -0.16718  0.052
H 1.66210 0.77134 1.39982  0.088
H 0.40618 -1.91215 -0.76159  0.079

## Properties
Total charge = 0
E_HOMO = -9.52 eV
Orbital gap = 10.284 eV

***

No. 3
Below is 2 unconnected molecules or ions with the total composition C4H11N3O2 at a distorted geometry, with properties calculated with ωB97M-V/def2-TZVPD.

Each line ends with the Löwdin charge.
CARTESIAN COORDINATES (ANGSTROEM)
C -3.12195 -0.20118 0.82480  -0.171
C -0.91571 0.88493 0.64640  -0.538
N 0.28136 1.13640 1.43231  0.084
N -1.80868 0.18003 1.16636  0.008
N -0.71466 1.34021 -0.62315  0.125
H 0.46160 0.33002 1.99455  0.065
H 0.29079 2.05151 1.86949  0.079
H 3.62250 -0.50474 -1.70558  0.082
H -1.15942 0.98653 -1.44765  0.089
H 0.12811 1.84139 -0.85879  0.091
H -3.92350 0.54991 0.95094  0.078
H -3.51217 -0.91199 1.56294  0.061
H -3.23197 -0.70713 -0.15473  0.070
C 1.42926 -1.09099 -1.20265  -0.010
C 2.52326 -0.84781 -0.22238  -0.564
O 2.56160 -1.11325 0.93726  0.114
O 3.67131 -0.30583 -0.77720  0.079
H 0.43191 -1.13902 -0.78135  0.071
H 1.71393 -2.08497 -1.58418  0.106
H 1.27244 -0.39404 -2.02740  0.081

## Properties
Total charge = 0
E_HOMO = -8.55 eV
Orbital gap = 9.042 eV

***

No. 4
Below is a molecular structure, C4H11N3O2 at a distorted geometry, with properties calculated with ωB97M-V/def2-TZVPD.

Each line ends with the Löwdin charge.
CARTESIAN COORDINATES (ANGSTROEM)
C 2.01860 1.02427 0.62585  0.007
C 1.27490 -0.04138 -0.13080  -0.418
N 0.07914 -2.03711 0.47648  0.065
O 2.03683 -0.84575 -0.89498  0.116
N 0.14948 -0.63761 0.40930  -0.090
H 2.88827 -0.42672 -1.07253  0.124
H -0.47342 -2.36197 -0.31756  0.068
H -0.40578 -2.27739 1.33521  0.080
H 1.32277 1.62328 1.20013  0.084
H 2.74585 0.53490 1.28177  0.097
H 2.53013 1.68539 -0.07213  0.093
C -1.84453 0.90069 0.63592  -0.009
C -0.88708 0.23023 -0.34414  -0.653
N -1.59491 -0.63856 -1.26040  0.105
O 0.03496 1.05583 -0.93842  -0.071
H -2.55706 -0.36127 -1.40271  0.077
H -1.09685 -0.63982 -2.14354  0.091
H -2.48845 0.16305 1.11783  0.080
H -1.27634 1.42772 1.39917  0.074
H -2.45650 1.62222 0.09555  0.080

## Properties
Total charge = 0
E_HOMO = -8.77 eV
Orbital gap = 9.530 eV

***

No. 5
Below is 2 unconnected molecules or ions with the total composition C4H11N3O2 at a distorted geometry, with properties calculated with ωB97M-V/def2-TZVPD.

Each line ends with the Löwdin charge.
CARTESIAN COORDINATES (ANGSTROEM)
C 1.02025 -2.18541 3.10012  0.007
C 0.62646 -1.21377 1.99617  -0.580
O -0.52084 -0.96032 1.70219  0.048
O 1.69840 -0.80667 1.30781  0.038
H 1.32344 -1.66412 4.01308  0.090
H 1.70015 -2.89889 2.67288  0.076
H 0.13976 -2.74793 3.32280  0.066
C -2.24426 0.89931 -1.40594  -0.068
C 0.29013 1.02421 -1.35821  -0.515
N -0.92685 0.84967 -0.73338  0.000
N 0.27456 1.84457 -2.50635  0.129
N 1.34868 0.54407 -0.85231  0.104
H -0.96980 0.13930 0.00749  0.096
H -2.72838 -0.10192 -1.41122  0.087
H -2.09360 1.31519 -2.40036  0.064
H -0.56726 2.28669 -2.81735  0.066
H 1.01799 1.73962 -3.16994  0.090
H 1.32712 -0.28633 0.48092  0.046
H 2.18961 0.89277 -1.29067  0.077
H -2.90558 1.32997 -0.65773  0.078

## Properties
Total charge = 0
E_HOMO = -9.10 eV
Orbital gap = 9.850 eV

***

No. 6
Below is 2 unconnected molecules or ions with the total composition C4H11N3O2 at a distorted geometry, with properties calculated with ωB97M-V/def2-TZVPD.

Each line ends with the Löwdin charge.
CARTESIAN COORDINATES (ANGSTROEM)
C -0.33654 -2.79933 2.53488  -0.002
C -0.33839 -1.40709 1.96291  -0.600
O -0.41849 -1.33901 0.63547  0.054
O -0.37985 -0.44130 2.68974  0.072
H -1.33019 -2.96120 2.96018  0.088
H 0.41499 -2.89755 3.31139  0.084
H -0.22926 -3.57890 1.78147  0.075
C 1.72010 1.56968 -0.31519  -0.129
C -0.05379 1.11138 -1.75848  -0.542
N 0.42738 0.95535 -0.58278  -0.018
N -1.35175 0.72511 -2.04036  0.134
N 0.56248 1.79412 -2.77361  0.148
H -0.07612 -0.47273 0.27851  0.051
H 1.63454 2.65802 -0.27540  0.083
H 2.55870 1.23646 -0.93440  0.075
H -1.69360 -0.05872 -1.50103  0.094
H -1.50653 0.54198 -3.02247  0.087
H 1.54955 1.96761 -2.73752  0.082
H 0.18911 1.73919 -3.70461  0.094
H 1.98886 1.29060 0.70258  0.071

## Properties
Total charge = 0
E_HOMO = -9.26 eV
Orbital gap = 9.873 eV